Molecular formula: C13H28AsF6N3O2PtSSb
Method: DFT, the ωB97M-V functional and the def2-TZVPD basis

Cartesian coordinates (Å):
Pt (2.85, 0.15, -0.79)
C (-6.53, 3.25, 0.95)
C (-7.05, 1.92, 0.41)
C (-5.97, 1.09, -0.28)
S (-4.73, 0.52, 0.91)
O (-3.42, 0.22, 0.30)
C (-5.40, -0.81, 1.92)
C (-5.06, -2.20, 1.38)
C (-5.65, -2.49, 0.00)
H (-7.26, 3.70, 1.62)
H (-6.34, 3.96, 0.14)
H (-5.60, 3.13, 1.52)
H (-7.81, 2.09, -0.35)
H (-7.54, 1.34, 1.20)
H (-5.39, 1.65, -1.01)
H (-6.35, 0.17, -0.73)
H (-6.47, -0.60, 1.92)
H (-5.01, -0.64, 2.93)
H (-5.47, -2.89, 2.12)
H (-3.98, -2.34, 1.39)
H (-6.73, -2.37, -0.01)
H (-5.45, -3.53, -0.28)
H (-5.21, -1.86, -0.78)
N (3.30, -4.27, -3.94)
C (2.91, -3.01, -3.86)
C (2.99, -2.30, -2.61)
N (2.59, -1.03, -2.56)
C (2.12, -0.47, -3.69)
C (2.07, -1.20, -4.91)
N (2.45, -2.44, -4.99)
H (3.66, -4.80, -3.16)
H (3.23, -4.74, -4.85)
H (3.35, -2.78, -1.71)
H (1.79, 0.56, -3.65)
H (1.69, -0.71, -5.81)
C (3.76, 2.23, 3.19)
As (4.49, 2.50, 1.44)
C (4.33, 4.30, 0.86)
C (6.21, 1.76, 1.08)
O (3.25, 1.65, 0.37)
H (4.58, 2.37, 3.89)
H (3.38, 1.21, 3.28)
H (2.98, 2.97, 3.35)
H (4.99, 4.90, 1.49)
H (3.30, 4.64, 0.99)
H (4.65, 4.39, -0.18)
H (6.80, 1.87, 2.00)
H (6.68, 2.33, 0.28)
H (6.13, 0.70, 0.84)
F (2.37, -1.12, 0.87)
Sb (4.07, -2.17, 1.36)
F (4.56, -1.14, -0.35)
F (3.37, -3.40, 0.13)
F (5.76, -2.86, 1.36)
F (3.23, -2.86, 2.83)
F (4.53, -0.54, 2.17)

Calculated values
spin multiplicity	6
DFT total energy	-4417.96812	Ha
ΔE to the lowest compared entry with this formula, charge and spin	0.00	kJ/mol
total charge	+4
strongest force on any atom	0.5	eV/A
frontier orbital gap (spin up / spin down)	6.80 / 4.46	eV

natural (NBO) atomic charge list, values in e, 5 entries:
1. Pt 1.541
2. C -0.619
3. C -0.429
4. C -0.569
5. S 1.483



Molecular formula: C13H28ClF3N2O5SSi
Method: DFT, the ωB97M-V functional and the def2-TZVPD basis

Cartesian coordinates (Å):
O (4.06, -1.26, -0.55)
S (4.60, -0.55, 0.57)
O (5.27, 0.70, 0.36)
Cl (5.94, -1.83, 1.46)
C (3.43, -0.39, 1.89)
C (2.36, 0.68, 1.63)
C (1.58, 0.53, 0.32)
C (0.89, -0.84, 0.09)
Si (-0.03, -1.65, 1.52)
C (-1.83, -1.12, 1.61)
C (-2.08, 0.37, 1.36)
O (-2.52, 0.61, 0.04)
C (-3.13, 0.94, 2.31)
F (-3.22, 2.27, 2.20)
F (-2.84, 0.68, 3.60)
F (-4.35, 0.44, 2.07)
H (4.03, -0.09, 2.76)
H (3.04, -1.39, 2.10)
H (1.70, 0.73, 2.50)
H (2.88, 1.64, 1.60)
H (0.84, 1.33, 0.24)
H (2.29, 0.68, -0.50)
H (0.11, -0.67, -0.68)
H (1.57, -1.57, -0.34)
H (0.02, -3.12, 1.37)
H (0.65, -1.36, 2.81)
H (-2.41, -1.72, 0.89)
H (-2.18, -1.40, 2.61)
H (-1.17, 0.97, 1.51)
H (-2.73, -0.23, -0.38)
C (2.32, 5.56, -2.39)
N (2.10, 5.12, -1.03)
C (1.69, 6.09, -0.02)
C (2.26, 3.84, -0.65)
O (2.08, 3.42, 0.48)
H (3.11, 6.31, -2.43)
H (1.40, 5.99, -2.80)
H (2.62, 4.71, -3.00)
H (2.42, 6.13, 0.79)
H (0.73, 5.81, 0.41)
H (1.61, 7.07, -0.48)
H (2.57, 3.18, -1.48)
C (-3.61, -6.09, -1.84)
N (-3.43, -4.65, -1.90)
C (-3.69, -3.95, -3.15)
C (-3.02, -3.94, -0.84)
O (-2.85, -2.73, -0.84)
H (-2.96, -6.59, -2.56)
H (-4.65, -6.35, -2.07)
H (-3.37, -6.45, -0.84)
H (-2.79, -3.44, -3.49)
H (-4.47, -3.20, -3.00)
H (-4.00, -4.67, -3.90)
H (-2.84, -4.55, 0.06)

Calculated values
spin multiplicity	1
DFT total energy	-2445.33833	Ha
total charge	0
structure (SMILES)	O=S(=O)(Cl)CCCC[SiH2]C[C@@H](O)C(F)(F)F.CN(C)C=O.CN(C)C=O
strongest force on any atom	0.7	eV/A
frontier orbital gap	10.00	eV

natural (NBO) atomic charge list, values in e, 5 entries:
1. O -0.904
2. S 2.120
3. O -0.897
4. Cl -0.250
5. C -0.662



Question: Which of these has the lowest total charge?
Answer: C13H28ClF3N2O5SSi